Entry 1:
An isolated molecule of C19H23N3O6S in a non-equilibrium geometry, computed with ωB97M-V with the def2-TZVPD basis set.

The geometry in XYZ format:
```
52
Properties=species:S:1:pos:R:3:nbo_charge:R:1
C 2.26577 8.90273 1.45792 -0.608
C 3.04853 7.74509 0.84908 -0.387
C 2.21092 6.47660 0.68177 -0.397
C 1.08951 6.63580 -0.34441 -0.396
C 0.43513 5.30870 -0.72459 -0.422
C -0.30715 4.66875 0.44560 -0.072
O -1.07168 3.53648 0.02075 -0.515
C -0.39864 2.38076 -0.11317 0.899
O 0.76776 2.22668 0.12704 -0.627
N -1.27766 1.42159 -0.55181 -0.610
C -1.03651 0.08453 -0.82722 0.176
C 0.23067 -0.48989 -0.69940 -0.203
C 0.40932 -1.82835 -0.99158 -0.166
C -0.66700 -2.59044 -1.40617 -0.387
S -0.43354 -4.31902 -1.75007 2.305
O 0.89381 -4.57028 -2.21382 -0.925
O -1.52936 -4.83593 -2.51453 -0.927
N -0.55273 -4.92969 -0.15696 -0.836
C -0.67472 -6.29353 0.05829 0.159
C -0.07428 -7.19920 -0.81973 -0.211
C -0.16647 -8.56065 -0.59369 -0.186
C -0.84584 -9.05200 0.50753 -0.231
C -1.43690 -8.14631 1.37876 0.101
N -2.15333 -8.63110 2.53107 0.516
O -2.66769 -7.81046 3.26263 -0.382
O -2.20177 -9.82984 2.70386 -0.372
C -1.36534 -6.77698 1.16446 -0.255
C -1.92745 -2.03756 -1.54069 -0.166
C -2.11315 -0.70065 -1.25247 -0.242
H 1.82699 8.60680 2.40844 0.200
H 1.46787 9.22683 0.79503 0.200
H 2.92344 9.75066 1.63451 0.211
H 3.89878 7.51613 1.49543 0.201
H 3.44534 8.04708 -0.12275 0.193
H 2.86637 5.66408 0.36073 0.205
H 1.79022 6.20183 1.65058 0.192
H 1.50411 7.08251 -1.25078 0.207
H 0.32489 7.31218 0.04121 0.196
H -0.28077 5.47572 -1.53318 0.208
H 1.19452 4.61018 -1.08141 0.215
H -1.03951 5.35890 0.86905 0.191
H 0.39639 4.34663 1.21778 0.202
H -2.22480 1.74870 -0.68950 0.414
H 1.05803 0.11929 -0.37660 0.254
H 1.37787 -2.29496 -0.91461 0.246
H -1.13631 -4.36280 0.43964 0.409
H 0.45850 -6.81576 -1.67387 0.242
H 0.29869 -9.24609 -1.28448 0.225
H -0.92782 -10.10928 0.70303 0.248
H -1.84396 -6.10756 1.86368 0.242
H -2.73778 -2.66180 -1.88244 0.249
H -3.09126 -0.25513 -1.35794 0.216
```

Calculated values
**SMILES**: CCCCCCOC(=O)Nc1ccc(S(=O)(=O)Nc2cccc([N+](=O)[O-])c2)cc1
**HOMO energy**: -9.0 eV

---

Entry 2:
A structure of composition C33H19F4N11OPt in a non-equilibrium geometry, computed with ωB97M-V with the def2-TZVPD basis set.

The geometry in XYZ format:
```
69
Properties=species:S:1:pos:R:3:nbo_charge:R:1
Pt 1.19747 -2.00700 -0.53736 0.904
N 1.33121 -3.67483 -2.78949 -0.316
C 1.07521 -4.80812 -3.45337 0.021
C 0.06562 -5.45185 -2.77098 -0.311
C -0.23238 -4.62928 -1.68321 0.009
N 0.54612 -3.55095 -1.70213 -0.330
H 2.03361 -2.98093 -3.01537 0.437
H 1.61940 -5.09261 -4.33245 0.258
H -0.38427 -6.39010 -3.01748 0.267
H -0.96644 -4.78889 -0.91651 0.242
N -4.16669 1.95763 -2.49039 -0.529
C -4.95626 2.75165 -3.26897 0.191
C -6.18835 3.35214 -3.05078 -0.267
C -6.70385 4.11775 -4.08505 -0.166
C -6.01116 4.29478 -5.28646 -0.213
C -4.78047 3.70789 -5.51039 -0.167
C -4.22926 2.93478 -4.47951 0.060
N -3.04713 2.28575 -4.38656 -0.389
C -3.02079 1.70654 -3.20265 0.280
C -1.93905 0.89369 -2.71567 0.042
C -0.71295 0.80687 -3.39081 -0.203
C 0.29886 0.01385 -2.88510 0.057
N 0.14796 -0.70822 -1.77020 -0.473
C -1.02856 -0.63997 -1.12171 0.033
C -2.07295 0.14174 -1.53938 -0.226
H -4.38845 1.65022 -1.55695 0.418
H -6.70899 3.25246 -2.11050 0.225
H -7.66114 4.59625 -3.95924 0.231
H -6.45103 4.90749 -6.05711 0.232
H -4.25351 3.81385 -6.44377 0.234
H -0.57996 1.36566 -4.30280 0.274
H 1.25598 -0.03481 -3.38720 0.224
H -1.14893 -1.25794 -0.23004 0.216
H -2.98375 0.14264 -0.96343 0.232
F 1.91590 2.07245 1.25250 -0.295
C 2.90550 2.52127 2.04777 0.351
C 2.92036 3.85016 2.40410 0.400
F 1.95410 4.63768 1.93558 -0.255
C 3.93171 4.38254 3.24386 -0.148
C 4.88257 3.45246 3.73330 0.466
C 4.85345 2.11328 3.37721 0.308
F 5.77073 1.28956 3.86911 -0.257
C 3.88244 1.60616 2.48991 0.003
C 3.87927 0.24733 2.03196 -0.346
C 3.01603 -0.20484 1.07601 0.509
N 2.30365 -0.63722 0.25673 -0.454
C 4.70918 -0.77445 2.53780 0.236
N 5.29497 -1.67915 2.93042 -0.206
F 5.83595 3.87147 4.55294 -0.253
C 3.98405 5.76483 3.57183 -0.022
C 3.05164 6.69743 3.09592 0.198
N 2.30183 7.49154 2.73852 -0.101
C 4.95072 6.32312 4.41935 0.192
N 5.70244 6.83442 5.12125 -0.087
N -1.38598 -5.64053 4.88071 -0.785
C -1.55937 -4.64579 4.00922 0.629
O -2.60770 -4.08097 3.79158 -0.565
C -0.36367 -4.18095 3.21134 -0.013
C -0.20595 -2.80021 3.09322 -0.196
C 0.62529 -2.29699 2.12014 0.020
N 1.28648 -3.08434 1.24622 -0.479
C 1.23885 -4.40344 1.43429 0.081
C 0.43581 -4.98608 2.40746 -0.237
H -2.18716 -5.92357 5.42502 0.430
H -0.49124 -6.05141 5.07928 0.410
H -0.77396 -2.14058 3.73091 0.262
H 0.74143 -1.22207 2.02220 0.222
H 1.84275 -5.02160 0.78073 0.233
H 0.40284 -6.05966 2.49461 0.253
```

Calculated values
**Charge**: +2
**HOMO energy**: -12.4 eV

---

Entry 3:
A cluster of 16 separate species, C64H112N16 in total in a non-equilibrium geometry, computed with ωB97M-V with the def2-TZVPD basis set.

The geometry in XYZ format:
```
192
Properties=species:S:1:pos:R:3:mulliken_charge:R:1
C 0.40224 -2.87622 -7.77993 -1.246
C -0.34456 -1.68779 -7.13923 -0.397
C 0.42900 -1.37040 -5.80674 1.164
C 0.22386 -2.47838 -4.84306 -0.251
N 0.17292 -3.24889 -3.97649 -0.294
H 0.02498 -3.76380 -7.25622 0.300
H 1.42712 -2.89670 -7.54718 0.398
H 0.14664 -3.00259 -8.87593 0.356
H -1.40182 -1.89307 -7.11722 0.347
H -0.25292 -0.78780 -7.79346 0.217
H -0.11263 -0.59716 -5.24893 -0.996
H 1.45164 -1.07487 -5.94481 0.353
C 1.65016 -7.23328 -2.26988 -1.315
C 1.87210 -5.78775 -2.00222 -0.072
C 0.70812 -5.23767 -1.00944 0.648
C 1.23481 -4.70008 0.21982 -0.001
N 1.64022 -4.37686 1.23209 -0.568
H 2.26262 -7.58046 -3.08640 0.450
H 0.61140 -7.54611 -2.47978 0.182
H 1.93195 -7.89129 -1.34116 0.282
H 1.88792 -5.23895 -2.93659 0.256
H 2.86322 -5.70420 -1.54187 0.182
H -0.04274 -5.93591 -0.71837 0.436
H 0.16943 -4.43658 -1.54123 -0.416
C -0.29778 2.17116 -7.32862 -1.354
C 1.12555 1.95051 -6.87093 -0.372
C 1.33043 2.16271 -5.39114 0.285
C 0.25361 1.77268 -4.44422 0.102
N -0.54438 1.44487 -3.70586 -0.364
H -0.36447 1.89959 -8.35784 0.447
H -0.59236 3.20307 -7.24078 0.414
H -1.04304 1.58532 -6.71501 0.211
H 1.84520 2.50397 -7.41197 0.539
H 1.39739 0.90901 -7.14667 0.025
H 1.32376 3.29135 -5.21367 0.532
H 2.27981 1.73716 -5.05229 -0.530
C -5.39036 -1.08855 -3.39528 -1.444
C -3.95748 -0.61677 -3.66095 0.190
C -3.60408 0.55514 -2.75042 2.078
C -4.58873 1.64615 -3.00688 -0.018
N -5.32800 2.51841 -3.20641 -0.646
H -6.14085 -0.29182 -3.59734 0.440
H -5.38820 -1.44682 -2.39959 0.332
H -5.66536 -1.92009 -4.04739 0.373
H -3.78654 -0.33043 -4.69692 0.415
H -3.33434 -1.45712 -3.41042 -0.183
H -2.62228 1.05903 -2.95828 -0.902
H -3.70520 0.39067 -1.67552 -0.574
C 2.33471 -0.07306 3.88276 1.249
C 1.78471 -1.27374 4.56232 -1.077
C 0.42683 -0.99868 5.32840 -0.722
C -0.55984 -0.53078 4.32209 -0.109
N -1.21273 0.00054 3.53860 0.014
H 1.83793 0.08928 2.90692 -0.727
H 3.42972 -0.09034 3.68003 0.346
H 2.14416 0.84316 4.54967 -0.632
H 2.50630 -1.59352 5.25773 0.492
H 1.55967 -2.06354 3.85397 0.280
H 0.55870 -0.14420 6.02328 0.276
H 0.04795 -1.84965 5.90209 0.497
C -2.95373 -6.01674 1.19183 -1.054
C -3.07408 -4.55930 1.76978 -1.107
C -2.20142 -3.54228 1.03638 1.173
C -2.58819 -3.43012 -0.39795 -0.214
N -2.76363 -3.23043 -1.52817 -0.242
H -1.93188 -6.31514 1.37260 0.289
H -3.03743 -6.01072 0.11752 0.099
H -3.60582 -6.74844 1.62846 0.430
H -2.82360 -4.51012 2.78500 0.595
H -4.08219 -4.17478 1.59998 0.352
H -1.15095 -3.66657 1.24367 0.298
H -2.40105 -2.52412 1.53418 -0.528
C 5.28220 4.63999 5.73544 -0.942
C 5.32667 3.09092 5.89119 -0.824
C 4.32514 2.47117 4.91784 0.669
C 4.80268 2.33219 3.53512 0.227
N 5.23015 2.07956 2.48735 -0.614
H 6.13253 5.08963 6.26294 0.390
H 4.34074 5.14361 6.01607 0.250
H 5.41788 4.77351 4.69469 0.197
H 5.26230 2.75062 6.89275 0.461
H 6.32203 2.71935 5.62983 0.337
H 3.46200 3.18564 4.85712 -0.284
H 3.92372 1.50841 5.18779 0.460
C -2.17174 4.76428 4.42440 -1.394
C -2.25508 3.22753 4.62979 0.813
C -1.39578 2.61107 5.77051 0.187
C 0.08765 2.87673 5.51808 -0.386
N 1.19570 2.94824 5.28156 -0.360
H -1.13711 5.13910 4.25187 0.156
H -2.62429 5.35640 5.20256 0.424
H -2.71249 5.06769 3.48973 0.321
H -2.01400 2.78069 3.69281 -0.652
H -3.24999 3.05360 4.86949 0.307
H -1.46426 1.51975 5.81069 -0.172
H -1.64033 3.07375 6.68901 0.594
C -6.45262 2.03780 2.01679 -1.241
C -5.45167 2.28199 0.95994 -0.643
C -4.14458 1.59721 1.19095 1.511
C -4.13757 0.14282 1.26710 0.201
N -4.27676 -0.99390 1.05965 -0.561
H -6.12328 2.40288 2.95947 0.187
H -6.61417 0.96451 2.10221 0.299
H -7.37801 2.56716 1.79081 0.450
H -5.29144 3.35667 0.86825 0.398
H -5.83627 1.83005 0.08538 0.275
H -3.70752 2.03087 2.09678 -0.661
H -3.41657 1.85490 0.40384 -0.098
C 2.28567 5.52155 2.78249 -0.792
C 3.57855 5.22450 1.97223 0.780
C 4.31290 6.39003 1.18587 -0.597
C 5.11122 7.25542 2.08336 0.116
N 5.77803 7.77827 2.84318 -0.480
H 1.88226 4.61075 3.08941 -0.004
H 1.50089 6.02473 2.20961 0.264
H 2.51446 6.10064 3.65943 0.514
H 3.48041 4.42430 1.20747 -0.535
H 4.39582 4.80437 2.56954 -0.096
H 3.65635 7.04178 0.57148 0.363
H 5.08197 5.94340 0.50294 0.369
C -3.43579 -4.79716 -4.48086 -0.851
C -2.91915 -6.01003 -3.70299 0.350
C -3.22539 -7.46785 -4.23822 -0.438
C -2.10050 -8.36563 -3.80092 0.225
N -1.23653 -9.10460 -3.63350 -0.460
H -3.07435 -4.65285 -5.49195 0.372
H -3.15447 -3.97676 -3.85813 -0.030
H -4.54072 -4.79097 -4.56089 0.353
H -3.12835 -5.85077 -2.65627 -0.161
H -1.81877 -6.01081 -3.66096 0.014
H -3.22138 -7.42634 -5.39573 0.266
H -4.18933 -7.81858 -3.97902 0.381
C 3.73239 2.43139 -2.13771 -0.736
C 4.81324 2.10518 -3.15435 -0.722
C 5.02643 0.60399 -3.28026 0.183
C 4.38296 -0.00162 -4.42254 0.141
N 3.97588 -0.55421 -5.34463 -0.539
H 3.55596 3.50172 -1.98395 0.394
H 4.03716 2.17297 -1.11733 0.276
H 2.82625 1.84924 -2.31839 0.027
H 5.73392 2.60474 -2.89187 0.480
H 4.60013 2.64866 -4.11004 0.413
H 4.93317 0.02553 -2.37331 -0.287
H 6.09221 0.34301 -3.50954 0.373
C 4.55761 -3.31299 -0.03163 -0.592
C 5.26610 -2.66759 1.19514 -1.014
C 5.06033 -1.15839 1.27007 0.926
C 5.76305 -0.51044 0.10679 0.191
N 6.36678 -0.12189 -0.74232 -0.611
H 5.09804 -2.98552 -0.92642 0.431
H 3.51399 -2.95856 -0.12710 -0.197
H 4.49792 -4.40537 0.08479 0.367
H 6.31720 -2.93363 1.22019 0.389
H 4.83069 -3.04727 2.13721 0.395
H 5.54066 -0.75192 2.15906 0.335
H 3.98903 -0.92885 1.22215 -0.530
C -4.75890 -1.94283 5.18646 -1.098
C -5.49834 -0.62776 5.25039 -0.767
C -4.75070 0.70890 5.37724 0.968
C -4.25918 0.70686 6.78100 -0.014
N -3.81324 0.67127 7.83694 -0.579
H -5.38100 -2.76616 4.83611 0.404
H -4.43355 -2.26675 6.15086 0.462
H -3.83034 -1.91141 4.49496 0.039
H -6.22214 -0.74106 6.02178 0.459
H -6.16548 -0.62260 4.35747 0.266
H -5.43662 1.54223 5.15546 0.345
H -3.83103 0.75617 4.80426 -0.477
C 0.36857 3.91073 -1.36143 0.267
C 0.25255 5.19901 -0.56078 -0.556
C -0.44092 5.04901 0.82315 0.141
C -1.85959 4.67610 0.66495 -0.189
N -2.92158 4.29612 0.62871 -0.452
H 0.94222 3.13616 -0.84663 -0.721
H 0.93508 4.11715 -2.28709 0.263
H -0.57308 3.38957 -1.62221 0.256
H -0.13857 6.03078 -1.14704 0.447
H 1.30522 5.46413 -0.33217 -0.087
H -0.40870 5.97036 1.35126 0.761
H 0.02975 4.29460 1.45823 -0.157
C 1.06120 -1.02641 -1.22118 -0.171
C 0.06133 -0.86249 -0.07486 0.452
C -0.06784 0.64774 0.22599 1.694
C 1.20889 1.29936 0.58271 -1.237
N 2.13329 1.85990 1.01250 0.084
H 0.77071 -0.37691 -2.09971 -0.340
H 1.11840 -2.02238 -1.61593 0.187
H 2.08286 -0.73569 -0.84186 -0.112
H 0.34562 -1.49368 0.80110 0.179
H -0.86543 -1.34679 -0.40997 -0.468
H -0.78046 0.92567 0.97441 -0.094
H -0.24194 1.13008 -0.70899 -0.449
```

Calculated values
**HOMO energy**: -11.0 eV

---

Kohn-Sham gap? In order: 8.58; 3.85; 11.36 eV.
Energy relative to the best compared isomer or geometry (same formula, charge and spin)? In order: 59.8; 47.1; 109.7 kcal per mole.